# 1
The following is a DFT calculation (ωB97M-V/def2-TZVPD) of a cluster of 5 separate species, C19H50O20P4S2Si in total in a non-equilibrium geometry.

Geometry as XYZ:
```
96
C19H50O20P4S2Si, DFT ωB97M-V/def2-TZVPD
C -1.863 -1.496 -7.712
C -1.124 -0.939 -6.508
C -1.602 -1.510 -5.179
O -2.257 -2.778 -5.365
C -2.329 -3.567 -4.266
O -2.172 -4.746 -4.363
C -2.618 -2.935 -2.921
S -1.256 -3.427 -1.787
Si -0.787 -1.568 -0.843
O 0.271 -1.196 -6.741
C 1.115 -0.544 -5.887
O 1.156 0.654 -5.797
C 2.023 -1.466 -5.101
S 3.285 -2.163 -6.205
H -1.409 -2.437 -8.015
H -1.698 -0.806 -8.538
H -2.924 -1.624 -7.527
H -1.286 0.139 -6.470
H -2.310 -0.809 -4.732
H -0.783 -1.642 -4.470
H -3.545 -3.309 -2.499
H -2.641 -1.850 -2.935
H 0.136 -1.848 0.268
H -0.118 -0.696 -1.835
H -1.983 -0.907 -0.282
H 1.410 -2.287 -4.737
H 2.479 -0.882 -4.310
H 2.991 -3.466 -6.167
C 1.663 4.644 0.797
O 0.320 4.320 1.212
P 0.095 3.579 2.627
O 0.105 2.127 2.400
O -1.387 4.192 2.829
C -2.334 4.289 1.773
O 0.550 3.928 4.101
C -0.256 3.429 5.184
H 1.594 5.127 -0.173
H 2.136 5.327 1.501
H 2.260 3.735 0.702
H -2.385 3.363 1.197
H -2.089 5.129 1.123
H -3.305 4.473 2.225
H -0.456 2.366 5.063
H -1.188 3.983 5.253
H 0.315 3.583 6.095
C 8.432 -6.036 -1.388
O 8.650 -5.694 -2.773
P 7.822 -4.478 -3.410
O 6.577 -4.994 -3.990
O 8.930 -4.084 -4.508
C 9.618 -5.063 -5.278
O 7.633 -3.013 -2.848
C 7.283 -1.989 -3.792
H 9.077 -6.878 -1.158
H 8.689 -5.203 -0.735
H 7.392 -6.327 -1.230
H 8.928 -5.809 -5.674
H 10.392 -5.542 -4.680
H 10.088 -4.541 -6.108
H 6.445 -2.310 -4.410
H 8.137 -1.732 -4.414
H 6.994 -1.115 -3.215
C -6.906 2.179 0.579
O -7.215 3.455 -0.022
P -6.863 4.795 0.782
O -8.013 5.194 1.600
O -6.669 5.728 -0.514
C -7.567 5.687 -1.618
O -5.496 5.199 1.466
C -5.256 6.597 1.691
H -7.225 1.410 -0.118
H -5.835 2.079 0.754
H -7.450 2.062 1.516
H -8.604 5.698 -1.283
H -7.375 4.809 -2.232
H -7.378 6.579 -2.213
H -6.113 7.058 2.178
H -5.033 7.101 0.754
H -4.388 6.657 2.344
C -1.745 -0.989 10.408
O -1.498 -1.352 9.033
P -0.077 -0.989 8.369
O -0.176 0.333 7.737
O -0.137 -2.214 7.316
C -1.322 -2.571 6.617
O 1.420 -1.299 8.793
C 2.403 -1.358 7.747
H -2.751 -1.316 10.653
H -1.039 -1.483 11.075
H -1.680 0.093 10.531
H -1.818 -1.692 6.205
H -2.001 -3.118 7.270
H -1.023 -3.223 5.799
H 2.327 -0.484 7.103
H 2.289 -2.268 7.166
H 3.371 -1.367 8.241
```

Calculated values
**M**: 814.70 g mol⁻¹
**Gap between HOMO and LUMO**: 9.6 eV
**LUMO level**: 0.27 eV
**F_max**: 0.0951 Eh/bohr


# 2
The following is a DFT calculation (ωB97M-V/def2-TZVPD) of a structure of composition C18H19Cl3GeN3ORh in a non-equilibrium geometry.

Geometry as XYZ:
```
46
C18H19Cl3GeN3ORh, DFT ωB97M-V/def2-TZVPD
Rh -0.298 0.198 0.290
C 3.656 -0.230 -1.261
C 3.973 1.080 -1.583
C 3.027 2.075 -1.375
C 1.798 1.749 -0.838
N 1.496 0.458 -0.529
C 2.415 -0.506 -0.731
C 0.744 2.736 -0.536
C 0.837 4.090 -0.788
C -0.205 4.924 -0.404
C -1.305 4.385 0.244
C -1.341 3.022 0.467
N -0.356 2.212 0.051
H 4.358 -1.037 -1.419
H 4.943 1.331 -1.992
H 3.256 3.099 -1.628
H 2.124 -1.517 -0.503
H 1.712 4.504 -1.268
H -0.146 5.988 -0.594
H -2.125 5.005 0.578
H -2.160 2.565 1.005
O -2.500 0.233 0.298
C -3.263 -1.009 0.170
C -3.128 -1.543 -1.245
C -1.648 -1.679 -1.636
C -0.914 -2.528 -0.637
C -1.040 -3.908 -0.600
C -0.395 -4.629 0.387
C 0.390 -3.950 1.316
C 0.479 -2.584 1.228
N -0.168 -1.877 0.273
H -2.889 0.886 -0.300
H -4.295 -0.817 0.458
H -2.828 -1.684 0.904
H -3.641 -0.902 -1.965
H -3.624 -2.515 -1.284
H -1.177 -0.673 -1.670
H -1.536 -2.073 -2.646
H -1.634 -4.406 -1.355
H -0.491 -5.706 0.431
H 0.929 -4.480 2.089
H 1.105 -2.017 1.902
Cl 3.396 0.836 3.699
Ge 1.680 -0.150 4.384
Cl 0.780 0.656 6.072
Cl 0.008 0.389 2.543
```

Calculated values
**2S+1**: 2
**M**: 575.24 g mol⁻¹
**Gap between HOMO and LUMO (alpha / beta)**: 6.3 / 6.1 eV
**⟨S²⟩**: 0.77
**LUMO level (alpha / beta)**: -12.17 / -12.40 eV
**F_max**: 0.0351 Eh/bohr
**Total charge**: +3


# 3
The following is a DFT calculation (ωB97M-V/def2-TZVPD) of the ion C5H4N2 with charge +2 in a non-equilibrium geometry.

Geometry as XYZ:
```
11
C5H4N2, DFT ωB97M-V/def2-TZVPD
C 2.573 0.277 -0.020
C 1.682 1.151 0.165
C 1.998 -0.885 -0.220
C -0.129 -0.334 -0.062
C -1.492 -0.432 0.010
N 0.811 -1.267 -0.192
N 0.423 1.076 0.271
H -1.712 -1.528 0.211
H -2.049 -0.369 -0.923
H -1.879 0.354 0.645
H -0.227 1.955 0.115
```

Calculated values
**M**: 92.10 g mol⁻¹
**Gap between HOMO and LUMO**: 8.9 eV
**LUMO level**: -13.22 eV
**F_max**: 0.0654 Eh/bohr
**Total charge**: +2


# 4
The following is a DFT calculation (ωB97M-V/def2-TZVPD) of a structure of composition C30H43HgI2N3SSi.

Geometry as XYZ:
```
81
C30H43HgI2N3SSi, DFT ωB97M-V/def2-TZVPD
Hg -0.045 1.046 -0.602
N 1.277 -0.647 1.621
C 1.735 0.356 2.476
C 3.072 0.355 2.883
C 3.578 1.347 3.707
C 2.741 2.360 4.154
C 1.408 2.351 3.766
C 0.876 1.373 2.923
C -0.581 1.460 2.573
C -1.479 1.609 3.636
C -2.824 1.875 3.420
C -3.276 2.028 2.116
C -2.390 1.844 1.061
C -1.043 1.521 1.251
H 1.916 -1.425 1.562
H 0.330 -0.976 1.806
H 3.716 -0.456 2.552
H 4.620 1.321 4.005
H 3.117 3.145 4.800
H 0.747 3.141 4.109
H -1.111 1.503 4.652
H -3.500 1.982 4.259
H -4.313 2.280 1.921
H -2.766 1.974 0.051
I -0.194 3.522 -2.153
C -1.339 -0.088 -2.207
I -1.259 -2.138 -2.849
H -1.186 0.489 -3.113
H -2.356 0.050 -1.848
C -5.770 -3.926 1.938
C -6.076 -2.433 2.110
C -4.841 -1.534 2.257
C -4.035 -1.284 0.982
N -3.377 -2.456 0.401
C -2.257 -3.036 0.878
S -1.469 -2.524 2.276
N -1.825 -4.087 0.139
C -0.513 -4.698 0.290
C -0.495 -5.867 1.276
C -1.547 -6.938 0.990
C -1.367 -7.615 -0.372
H -6.681 -4.525 2.036
H -5.058 -4.259 2.699
H -5.333 -4.142 0.963
H -6.685 -2.313 3.009
H -6.683 -2.082 1.266
H -4.174 -1.953 3.010
H -5.154 -0.549 2.615
H -3.278 -0.531 1.189
H -4.702 -0.893 0.210
H -3.644 -2.708 -0.537
H -2.275 -4.230 -0.749
H 0.167 -3.934 0.646
H -0.184 -5.013 -0.701
H -0.656 -5.458 2.275
H 0.504 -6.319 1.254
H -2.538 -6.479 1.046
H -1.497 -7.695 1.776
H -1.560 -6.918 -1.194
H -2.047 -8.462 -0.488
H -0.342 -7.985 -0.485
C 1.813 0.683 -3.876
Si 1.970 0.302 -2.055
C 3.284 1.421 -1.318
C 2.691 -1.442 -1.946
C 2.260 -2.390 -1.013
C 2.885 -3.632 -0.906
C 3.926 -3.964 -1.764
C 4.344 -3.050 -2.722
C 3.741 -1.800 -2.800
H 2.815 0.794 -4.308
H 1.266 1.618 -4.028
H 1.290 -0.121 -4.405
H 4.205 1.329 -1.912
H 3.504 1.137 -0.283
H 2.957 2.465 -1.327
H 1.423 -2.144 -0.366
H 2.564 -4.339 -0.151
H 4.413 -4.929 -1.684
H 5.145 -3.308 -3.406
H 4.102 -1.085 -3.536
```

Calculated values
**2S+1**: 2
**M**: 960.25 g mol⁻¹
**Gap between HOMO and LUMO (alpha / beta)**: 6.2 / 6.1 eV
**⟨S²⟩**: 0.76
**LUMO level (alpha / beta)**: 2.05 / 1.43 eV
**F_max**: 0.0128 Eh/bohr
**Total charge**: -1


# 5
The following is a DFT calculation (ωB97M-V/def2-TZVPD) of the molecule C3H5NO2.

Geometry as XYZ:
```
11
C3H5NO2, DFT ωB97M-V/def2-TZVPD
N 1.857 -0.727 0.001
C 0.665 -0.480 -0.317
C -0.556 -0.998 0.405
O -1.391 0.158 0.435
C -0.643 1.179 -0.158
O 0.197 0.531 -1.138
H 2.502 -0.112 -0.496
H -1.078 -1.790 -0.141
H -0.297 -1.329 1.411
H -1.338 1.936 -0.529
H 0.083 1.631 0.528
```

Calculated values
**M**: 87.08 g mol⁻¹
**Gap between HOMO and LUMO**: 11.5 eV
**LUMO level**: 0.95 eV
**F_max**: 0.0129 Eh/bohr


# 6
The following is a DFT calculation (ωB97M-V/def2-TZVPD) of a structure of composition C38H41CoN7O2S2.

Geometry as XYZ:
```
91
C38H41CoN7O2S2, DFT ωB97M-V/def2-TZVPD
Co -0.632 -1.376 0.616
C -1.171 -4.754 2.911
C -1.875 -4.035 1.794
O -1.730 -2.823 1.654
N -2.659 -4.788 1.004
C -3.300 -4.309 -0.209
C -2.391 -4.382 -1.412
C -2.784 -5.078 -2.547
C -1.922 -5.135 -3.631
C -0.705 -4.489 -3.541
C -0.402 -3.809 -2.369
N -1.221 -3.754 -1.321
H -0.869 -4.026 3.657
H -0.267 -5.218 2.510
H -1.797 -5.528 3.356
H -2.650 -5.783 1.160
H -3.608 -3.276 -0.040
H -4.184 -4.918 -0.393
H -3.745 -5.577 -2.573
H -2.201 -5.676 -4.527
H 0.006 -4.498 -4.356
H 0.522 -3.265 -2.262
S 1.098 -1.570 2.354
C 0.693 0.023 2.922
N 1.471 0.805 3.619
N 2.703 0.367 3.820
C 3.712 1.246 4.241
C 3.418 2.513 4.729
C 4.453 3.366 5.077
C 5.778 2.970 4.949
C 6.060 1.687 4.495
C 5.033 0.823 4.150
N -0.525 0.678 2.698
N -1.263 0.143 1.837
C -2.527 0.782 1.653
C -3.049 1.734 2.520
C -4.293 2.288 2.276
C -5.028 1.891 1.164
C -4.515 0.937 0.301
C -3.264 0.387 0.539
H 2.958 -0.501 3.342
H 2.383 2.816 4.810
H 4.220 4.354 5.454
H 6.581 3.651 5.197
H 7.087 1.357 4.406
H 5.251 -0.179 3.797
H -2.457 2.025 3.378
H -4.694 3.027 2.957
H -6.003 2.321 0.974
H -5.063 0.614 -0.576
H -2.427 -0.047 -1.107
N 0.518 -0.616 -0.599
C 1.501 0.041 -1.008
C 2.315 -0.407 -2.206
C 2.701 0.486 -3.202
C 3.435 0.053 -4.298
C 3.805 -1.282 -4.407
C 3.428 -2.180 -3.417
C 2.687 -1.742 -2.326
C 1.980 1.288 -0.317
C 1.058 2.189 0.199
C 1.473 3.339 0.853
C 2.827 3.596 1.007
C 3.761 2.693 0.513
C 3.339 1.549 -0.150
H 2.412 1.528 -3.120
H 3.722 0.758 -5.069
H 4.401 -1.615 -5.247
H 3.713 -3.222 -3.492
H 2.407 -2.426 -1.535
H 0.003 1.966 0.085
H 0.739 4.030 1.251
H 3.158 4.492 1.512
H 4.819 2.882 0.643
H 4.069 0.843 -0.528
C -3.237 0.447 -4.149
C -3.286 1.784 -3.434
S -1.922 1.880 -2.244
O -2.751 -0.558 -0.335
C -2.410 3.364 -1.315
C -1.659 4.610 -1.764
H -4.097 0.337 -4.812
H -3.251 -0.380 -3.437
H -2.331 0.356 -4.748
H -4.222 1.900 -2.885
H -3.193 2.606 -4.144
H -2.223 3.145 -0.262
H -3.488 3.479 -1.437
H -0.584 4.467 -1.661
H -1.950 5.471 -1.158
H -1.872 4.838 -2.809
```

Calculated values
**2S+1**: 4
**M**: 750.86 g mol⁻¹
**Gap between HOMO and LUMO (alpha / beta)**: 6.3 / 6.3 eV
**⟨S²⟩**: 3.77
**LUMO level (alpha / beta)**: -0.17 / -0.23 eV
**F_max**: 0.0162 Eh/bohr


# 7
The following is a DFT calculation (ωB97M-V/def2-TZVPD) of a cluster of 8 separate species, C25H43N7O4S in total in a non-equilibrium geometry.

Geometry as XYZ:
```
80
C25H43N7O4S, DFT ωB97M-V/def2-TZVPD
C -3.061 2.745 -1.207
C -2.128 1.863 -2.053
C -2.988 0.790 -2.661
C -1.046 1.350 -1.107
C -0.306 0.079 -1.515
C 0.793 0.465 -2.475
C 0.298 -0.605 -0.285
O -0.419 -1.814 0.068
C -1.577 -1.694 0.774
C -2.723 -2.288 0.064
C -4.028 -2.114 0.822
C -3.916 -1.318 2.102
S -2.508 -1.846 3.073
O -2.899 -2.848 3.971
O -1.942 -0.696 3.645
O -1.485 -2.440 2.053
H -3.794 2.087 -0.761
H -3.596 3.474 -1.790
H -2.542 3.196 -0.378
H -1.701 2.512 -2.796
H -2.393 0.178 -3.324
H -3.774 1.214 -3.263
H -3.363 0.115 -1.910
H -0.300 2.124 -1.057
H -1.477 1.292 -0.116
H -0.938 -0.665 -1.976
H 1.434 -0.371 -2.683
H 0.342 0.766 -3.408
H 1.363 1.291 -2.091
H 1.287 -0.932 -0.547
H 0.410 0.075 0.541
H -1.725 -0.662 1.055
H -2.773 -1.961 -0.959
H -2.538 -3.348 0.027
H -4.382 -3.088 1.108
H -4.788 -1.718 0.175
H -4.793 -1.372 2.715
H -3.706 -0.292 1.861
C -0.384 6.280 -0.035
C -0.475 5.388 -1.174
N -0.560 4.669 -2.066
H 0.185 5.813 0.759
H 0.110 7.213 -0.305
H -1.369 6.515 0.357
C -4.023 -6.067 3.104
C -4.351 -5.814 1.712
N -4.599 -5.614 0.609
H -3.728 -5.140 3.597
H -4.880 -6.483 3.629
H -3.198 -6.773 3.178
C 0.459 3.211 3.586
C -0.314 4.325 3.080
N -0.904 5.216 2.660
H 0.667 3.342 4.646
H -0.083 2.280 3.458
H 1.403 3.128 3.050
C -1.865 -6.313 -1.327
C -1.693 -5.259 -2.311
N -1.562 -4.426 -3.088
H -2.228 -5.907 -0.387
H -2.589 -7.049 -1.669
H -0.925 -6.827 -1.137
C 4.564 1.100 0.347
C 3.172 1.257 0.725
N 2.068 1.392 1.010
H 4.659 0.442 -0.509
H 5.009 2.054 0.083
H 5.141 0.680 1.164
C 5.971 3.188 -3.603
C 5.403 1.951 -3.100
N 4.954 0.976 -2.697
H 5.343 3.604 -4.388
H 6.054 3.922 -2.805
H 6.963 3.013 -4.013
C 8.778 -0.838 1.580
C 8.092 0.260 0.923
N 7.549 1.128 0.406
H 8.955 -0.607 2.628
H 8.183 -1.748 1.525
H 9.738 -1.028 1.104
```

Calculated values
**M**: 537.73 g mol⁻¹
**Gap between HOMO and LUMO**: 10.1 eV
**LUMO level**: 0.40 eV
**F_max**: 0.0519 Eh/bohr


# 8
The following is a DFT calculation (ωB97M-V/def2-TZVPD) of the molecule C5H5N3 in a non-equilibrium geometry.

Geometry as XYZ:
```
13
C5H5N3, DFT ωB97M-V/def2-TZVPD
C -0.370 0.729 -1.481
C -0.229 1.880 -0.611
C 0.383 -0.765 1.730
C 0.441 -1.922 0.892
C 0.293 -0.368 -0.490
H -1.492 0.363 -1.599
H 0.300 0.969 -2.539
H -0.876 2.891 -0.833
H 0.232 -0.931 2.867
H 0.194 -2.994 1.194
N 0.226 1.565 0.609
N 0.522 0.270 0.675
N 0.376 -1.686 -0.413
```

Calculated values
**M**: 107.12 g mol⁻¹
**Gap between HOMO and LUMO**: 9.0 eV
**LUMO level**: 0.31 eV
**F_max**: 0.0894 Eh/bohr


# 9
The following is a DFT calculation (ωB97M-V/def2-TZVPD) of a structure of composition C16H22AsCrF6N3OS in a non-equilibrium geometry.

Geometry as XYZ:
```
51
C16H22AsCrF6N3OS, DFT ωB97M-V/def2-TZVPD
Cr -0.210 -0.850 0.747
C 1.853 1.674 1.716
As 0.005 1.641 2.371
C 0.537 1.725 4.282
C -0.302 3.602 2.190
S 0.533 -1.692 2.663
H 2.433 2.454 2.218
H 1.846 1.848 0.641
H 2.300 0.699 1.909
H 1.306 2.482 4.450
H 0.927 0.742 4.550
H -0.321 1.941 4.923
H 0.582 4.182 2.467
H -1.139 3.907 2.821
H -0.564 3.820 1.154
C 1.660 -3.809 0.023
C 2.085 -2.573 -0.774
C 3.595 -2.354 -0.600
C 1.781 -2.822 -2.263
C 1.350 -1.323 -0.347
H 2.199 -4.703 -0.315
H 0.587 -3.972 -0.090
H 1.844 -3.650 1.085
H 4.167 -3.239 -0.898
H 3.809 -2.135 0.449
H 3.932 -1.505 -1.202
H 2.311 -3.710 -2.627
H 2.082 -1.965 -2.872
H 0.708 -2.978 -2.395
H 1.858 -0.464 -0.810
C 0.166 0.545 -2.802
C -0.644 1.324 -1.737
O -0.373 1.022 -0.463
C -2.153 1.090 -2.069
F -2.979 1.580 -1.141
F -2.537 1.639 -3.263
F -2.408 -0.229 -2.179
C -0.341 2.837 -1.967
F 0.884 3.140 -1.486
F -0.320 3.204 -3.283
F -1.213 3.667 -1.360
H 0.093 -0.511 -2.553
H 1.210 0.852 -2.746
H -0.216 0.725 -3.807
N -2.130 -0.969 0.824
C -3.284 -1.012 0.789
C -4.669 -1.106 0.759
C -5.493 0.035 0.848
N -6.207 0.940 0.934
C -5.297 -2.364 0.658
N -5.842 -3.381 0.577
```

Calculated values
**2S+1**: 5
**M**: 545.34 g mol⁻¹
**Gap between HOMO and LUMO (alpha / beta)**: 5.6 / 6.2 eV
**⟨S²⟩**: 6.05
**LUMO level (alpha / beta)**: 4.79 / 4.77 eV
**F_max**: 0.0441 Eh/bohr
**Total charge**: -2


# 10
The following is a DFT calculation (ωB97M-V/def2-TZVPD) of the molecule C5H13NO in a non-equilibrium geometry.

Geometry as XYZ:
```
20
C5H13NO, DFT ωB97M-V/def2-TZVPD
C 1.596 1.553 0.269
O 2.563 0.439 0.762
C 0.280 1.494 1.098
C -0.367 -0.050 0.951
C -1.424 -0.141 -0.054
C -1.837 -1.428 -0.912
N -0.974 -1.942 -2.113
H 1.419 1.346 -0.773
H 2.072 2.560 0.429
H 2.774 0.688 1.737
H -0.515 2.128 0.934
H 0.495 1.604 2.112
H -0.878 -0.245 1.870
H 0.440 -0.723 0.608
H -1.153 0.600 -0.761
H -2.175 0.502 0.459
H -2.840 -1.486 -1.229
H -1.949 -2.212 -0.073
H -0.008 -1.993 -1.845
H -0.863 -1.260 -2.882
```

Calculated values
**M**: 103.16 g mol⁻¹
**Gap between HOMO and LUMO**: 10.5 eV
**LUMO level**: 0.94 eV
**F_max**: 0.1025 Eh/bohr